1.
106
Properties=species:S:1:pos:R:3 method="wB97M-V/def2-TZVPD" total_energy_ha=-1868.3917 homo_lumo_gap_ev=9.81 lumo_energy_ha=0.021 relative_energy_kcal_mol=20.57 smiles=COC[C@H](C)N.COC[C@H](C)N.COC[C@H](C)N.COC[C@H](C)N.COC[C@H](C)N.CO.CO.CO.O
N 5.276 -0.759 -3.072
H 0.877 -4.800 0.160
H 2.508 2.942 -1.206
H -0.127 -3.782 5.698
H -0.137 -0.433 4.749
H 2.028 2.245 -6.933
C -2.250 1.219 3.255
H -1.771 -4.952 -1.399
H 0.930 -1.657 9.047
H -5.735 2.811 -5.721
H -6.972 1.349 -4.031
H -3.424 2.916 3.771
N 1.549 1.836 -7.723
H -1.245 0.825 3.108
C 3.924 0.722 -1.588
H 0.688 -0.184 -3.677
H -3.583 2.569 5.942
H -1.808 1.452 -0.751
H -2.143 4.323 2.447
H 1.998 0.936 -7.818
H -6.261 1.654 -2.429
C 0.182 1.520 -7.344
H 1.072 2.097 -0.459
H 2.558 2.241 0.406
C -1.905 1.616 -1.824
H -1.507 0.780 -8.460
H -2.663 2.361 -3.931
H 5.160 -0.174 -3.887
C 4.387 -1.803 -1.076
H 1.445 -3.662 -0.662
H 0.740 -0.246 -6.192
H -4.224 2.425 -5.931
O 2.524 0.842 -1.225
H 4.522 -3.393 2.058
H 1.747 -2.854 4.834
C -3.450 1.678 -3.612
H 2.270 -1.161 6.553
H 1.006 1.528 -3.206
C 1.002 0.803 -4.019
C 0.921 -2.283 5.257
H -0.968 0.124 -6.181
H 2.850 -1.673 2.283
C -2.383 2.685 3.547
H 2.635 -2.286 9.108
H -1.568 4.362 4.818
H -0.296 1.322 -9.532
O -3.279 1.660 -2.226
H 0.380 -1.272 3.298
H 4.052 -1.115 3.488
H -2.707 0.559 3.992
H 4.226 1.385 -2.399
H -0.778 -0.206 0.395
H 3.254 -2.758 3.666
N -5.070 2.086 -5.495
C 0.024 0.576 -6.182
H -0.895 -2.407 5.914
H -2.694 -4.065 -0.147
C -2.698 2.657 6.572
H -2.855 0.968 2.384
H -1.071 -3.509 -0.664
O 4.724 -2.504 2.360
C -4.916 2.111 -4.027
H 3.326 -1.110 -2.719
H 1.269 -0.269 -1.260
H 0.140 -1.706 0.758
H -2.659 3.608 7.104
O 1.696 -4.347 -0.041
N -0.372 -2.925 5.223
O -1.041 -5.025 0.558
H -1.328 -4.746 1.430
C 3.618 -1.983 2.992
C 2.153 2.111 -0.598
H 3.477 -1.871 -0.480
H -0.333 2.421 -7.011
C 0.644 -1.072 4.336
C 1.341 -1.723 6.643
O 0.010 1.306 -4.956
H 1.154 -3.358 9.338
C -1.459 3.288 4.670
H -2.799 1.891 7.341
H -0.417 3.284 4.350
H -5.676 0.292 -3.307
C -6.056 1.305 -3.441
N -2.054 3.325 2.313
C -1.703 -4.376 -0.476
H -1.495 0.673 -2.186
H -5.077 3.077 -3.547
H 0.012 -0.153 -8.753
H 5.274 -1.669 -3.511
C 4.176 -0.724 -2.157
O 0.560 -0.883 -1.054
H -1.225 2.357 -2.244
O 1.558 -2.830 7.433
H 0.928 -0.240 0.882
H 0.504 -1.171 7.068
C 1.598 -2.494 8.843
O -1.428 2.496 5.820
H 2.037 0.787 -4.360
H -3.283 0.668 -3.986
C -0.423 0.829 -8.568
H 4.540 -2.835 -1.390
H 1.516 -0.433 4.192
H 5.262 -1.529 -0.485
H -2.847 3.236 1.694
H 4.636 1.004 -0.813
C 0.170 -0.731 0.272

2.
112
Properties=species:S:1:pos:R:3 method="wB97M-V/def2-TZVPD" total_energy_ha=-2716.5765 total_charge=+1 homo_lumo_gap_ev=8.25 lumo_energy_ha=-0.113
H 2.465 0.495 -0.936
H 1.503 5.371 -0.416
H -2.476 -2.901 2.864
C 2.545 5.501 -0.121
H -1.934 -6.906 2.329
C 3.262 1.653 -4.446
H 1.371 -4.435 5.187
O 3.142 4.202 -0.204
H -0.922 -2.145 5.091
H -4.493 -2.411 -2.755
C 0.225 2.215 4.876
H 5.295 1.006 -4.787
C 0.805 -5.264 5.631
C 0.383 -4.907 7.044
O -1.203 -1.316 -0.893
C 5.616 6.321 -5.395
O 4.094 7.665 2.194
C 3.242 6.489 -1.030
H -10.047 -4.926 -4.064
C -4.996 -4.256 -1.724
H 4.104 9.594 0.304
H 4.728 2.549 -2.498
H 2.570 5.849 0.915
H -8.185 -3.311 -3.691
C 3.454 8.938 2.251
H 5.010 7.780 2.466
H -4.170 -3.885 -3.736
H 3.625 7.025 -5.834
H -0.872 -4.808 4.766
H 0.411 4.261 4.169
C 4.234 6.769 -4.960
O -2.028 -0.892 -3.103
H 1.946 3.416 4.370
H 0.210 2.491 5.935
H 5.557 5.460 -6.062
H 1.466 2.499 0.140
H 3.217 6.146 -2.064
H -4.445 -4.455 0.272
C 0.906 3.295 4.058
H 4.289 6.603 -0.743
C -9.217 -4.120 -2.241
H 0.910 3.029 3.001
C -2.180 -2.146 3.593
H -2.342 -0.445 2.260
H 0.698 0.442 -1.037
H -10.722 -5.624 -2.590
H 1.447 -6.145 5.637
C 1.470 1.537 0.649
H -8.965 -4.451 -1.235
H 4.707 8.605 -4.504
C -1.363 -6.488 1.502
C -9.806 -5.256 -3.051
O -1.214 -2.781 4.428
S -2.456 -3.473 -2.111
H 2.626 1.915 -3.596
P -1.153 -4.440 -3.696
H -0.726 -1.182 2.332
H 0.494 -6.016 -2.983
H 2.421 8.760 1.952
H 3.447 9.306 3.282
C 4.109 9.953 1.334
B -1.813 -1.679 -2.041
H 6.134 7.125 -5.924
C -0.364 -5.547 -2.500
H 2.782 0.849 -5.006
H 0.417 -7.644 1.880
O -7.992 -3.631 -2.804
H 2.323 1.509 1.326
H 0.802 -0.924 0.842
H -1.639 -7.033 0.590
H 3.586 10.909 1.374
C -1.608 -0.914 2.918
O 5.278 2.307 -3.251
H 0.702 -6.174 0.938
O 4.277 7.870 -4.058
H -3.062 -1.875 4.181
H 1.775 1.055 5.017
H 4.062 4.297 0.064
N -4.740 -3.750 -0.386
C 1.551 0.408 -0.349
H -1.287 -0.185 3.663
H 0.370 -6.057 2.674
H -0.167 -5.733 7.495
H 6.217 6.048 -4.528
H 1.250 -4.684 7.668
H -4.700 -5.305 -1.795
C 0.122 -6.601 1.764
H -0.022 -4.966 -1.641
H -9.932 -3.297 -2.155
H 2.770 7.471 -0.982
H 3.727 5.967 -4.423
H 3.333 2.532 -5.088
H -1.066 -6.306 -2.153
H -0.806 2.076 4.552
H 0.563 1.447 1.256
H -6.047 -4.169 -2.007
O -1.790 -5.125 1.400
O -2.195 -5.513 -4.329
O 0.866 0.945 4.721
H 5.148 10.122 1.625
H -0.724 -2.045 -0.479
H -1.588 -0.032 -3.019
C -4.178 -3.453 -2.738
H -0.271 -4.033 7.041
H 4.567 0.361 -3.313
O 1.589 -0.872 0.290
H -5.518 -3.229 -0.010
H -2.731 -5.136 -5.040
H -9.098 -6.081 -3.126
O -0.302 -5.589 4.802
H -1.296 -4.713 0.686
C 4.638 1.249 -3.953

3.
118
Properties=species:S:1:pos:R:3 method="wB97M-V/def2-TZVPD" total_energy_ha=-2649.6064 homo_lumo_gap_ev=9.91 lumo_energy_ha=0.001
H -5.132 3.612 -1.345
H -7.379 2.967 -1.819
O 0.060 5.651 -6.052
O 0.532 -1.469 -5.292
O 5.796 3.963 6.906
C 4.119 3.072 5.469
H 0.865 -2.578 -6.997
H -1.579 -3.134 -7.047
H -0.989 -0.776 1.858
H -9.717 0.051 6.584
O -6.107 1.199 -4.350
O 7.721 -2.991 -2.852
H -0.391 -8.102 4.029
H 6.744 4.119 6.915
H 3.762 2.459 4.641
H -0.535 -9.442 1.578
O 0.116 -8.224 3.222
C -0.828 -8.640 2.256
H -1.515 -6.358 2.985
H -1.853 -1.581 -6.036
H 4.279 -2.312 0.342
C -0.674 -0.067 -0.237
H 5.118 2.706 0.720
H -9.207 -0.336 4.505
H 6.071 4.037 4.990
O 4.272 -2.668 1.233
H -4.739 -5.379 -0.816
H 0.156 -3.321 -5.569
O -8.920 0.536 6.358
H 0.978 4.013 -3.949
H 1.524 2.773 -5.109
H 5.977 -2.461 -4.395
H 7.066 -2.974 -2.151
H -0.328 -0.915 -0.828
H -6.374 0.349 2.924
H -5.185 1.061 -4.122
H 3.894 5.027 5.993
H -2.214 0.768 6.100
O -7.260 0.133 3.225
H 5.369 2.394 -1.332
H 4.530 -1.432 -3.275
C 5.279 4.840 0.346
C 0.943 4.506 -6.024
O -5.187 2.745 -1.753
C -2.240 1.767 6.536
H -1.163 3.454 -4.882
C -6.862 1.532 -3.210
H -2.148 -1.420 0.688
H -0.354 5.670 0.405
C -6.447 -4.446 -1.094
H -7.094 -4.912 -0.350
H 4.472 4.932 -0.381
C 5.607 3.293 5.637
H -1.386 2.385 6.257
H -1.090 -0.505 -7.953
H 6.759 3.381 0.691
O -0.732 5.000 0.979
H 1.911 5.006 -6.005
O -2.482 0.507 1.301
H -6.272 3.553 -3.157
O -0.477 2.788 -4.967
H -7.869 -0.895 5.559
O 4.547 -5.394 -0.803
H -7.914 1.556 -3.491
H -0.860 4.656 2.884
C -8.424 -0.029 5.198
H 0.661 5.442 2.300
H 5.180 -6.091 -0.989
C 7.709 -1.699 -3.488
C -1.239 -7.380 1.406
C -1.232 -2.151 -6.728
H -1.772 -8.986 2.675
H 2.840 -3.917 0.474
H 3.699 2.554 6.332
O -1.352 -1.428 -7.962
H 4.381 -5.934 1.172
H -6.429 0.690 4.905
H -7.606 1.869 4.487
H -3.087 2.358 6.189
C -0.428 5.440 2.261
H -7.092 -4.229 -1.946
O -5.372 -5.291 -1.532
O -2.005 -6.441 2.163
O 5.375 -1.004 -3.115
H 4.884 5.049 1.340
H -6.026 -3.610 -0.535
C 0.190 -2.405 -6.159
H -1.540 1.385 8.334
H 8.025 -0.947 -2.766
C 4.686 -5.042 0.624
C 0.739 3.492 -4.876
C -7.404 0.799 4.431
H 8.405 -1.714 -4.327
O 0.377 0.715 0.373
H -1.790 -7.703 0.523
O 5.864 3.193 -1.140
H 6.207 2.383 5.675
C -6.486 2.782 -2.416
C -1.595 -0.529 0.987
C 3.723 -4.002 1.108
H 0.795 4.103 -7.026
O 3.568 4.345 5.402
C 5.771 3.432 0.235
H 0.405 6.401 -6.541
H -6.666 0.701 -2.532
O 6.216 5.846 -0.085
H 6.473 -0.900 -5.003
H -0.393 -6.982 0.846
H 6.378 5.895 -1.030
C 6.342 -1.480 -4.090
H -2.693 0.988 0.497
H 5.714 -4.929 0.966
H 0.172 -0.587 -5.405
H -0.677 6.481 2.463
H 3.312 -4.268 2.082
H -0.036 1.495 0.752
O -2.368 1.659 7.932
H -1.347 0.450 -0.920